A cluster of 15 separate species, C57H126F6N11O13P in total at a distorted geometry. Source: the OMol25 dataset; level of theory: ωB97M-V/def2-TZVPD.

Computed properties:
Spin multiplicity ... 1
Orbital gap ... 4.817 eV
E ... -129759.36583 eV
LUMO energy ... -3.24 eV

Geometry as XYZ:
```
214
Properties=species:S:1:pos:R:3:forces:R:3:lowdin_charge:R:1
C -18.399630 -14.326082 0.858371 -1.114 -0.215 0.015 0.01
C -17.797610 -15.101521 2.016524 1.526 -0.064 0.572 -0.38
C -18.061262 -14.473468 3.416003 1.291 0.025 0.514 -0.13
C -19.324429 -14.858468 4.099626 -1.025 -0.640 -1.142 -0.14
C -19.495034 -16.408337 4.148669 0.847 1.298 0.837 -0.10
C -19.404239 -17.120518 2.783128 -0.912 -0.810 1.040 -0.38
N -18.316031 -16.533715 1.937531 3.127 -4.907 -4.311 0.14
O -17.766104 -17.389022 1.062823 -3.178 5.585 5.135 0.15
C -20.760391 -16.859708 2.079458 0.575 0.247 -0.757 0.01
C -19.170798 -18.621250 3.083066 0.038 -0.310 0.340 0.00
C -16.250095 -15.113308 1.809879 -0.170 -0.957 -0.239 0.01
H -18.254650 -14.893735 -0.059846 0.181 0.376 -0.138 0.08
H -17.933890 -13.342226 0.883420 0.092 -0.107 -0.298 0.10
H -19.467535 -14.162232 1.007414 -0.028 0.047 -0.045 0.08
H -17.984692 -13.391604 3.295734 -0.373 0.050 -0.348 0.12
H -17.255093 -14.668990 4.127807 0.489 -0.554 -0.466 0.11
H -20.041025 -14.344458 3.452851 -0.963 -0.352 0.476 0.10
H -19.417581 -14.435461 5.098446 0.175 0.008 -0.063 0.11
H -20.388024 -16.654688 4.721979 -0.423 -0.191 -0.796 0.09
H -18.747044 -16.829665 4.821968 0.449 0.174 -0.274 0.10
H -21.602561 -17.209139 2.674840 0.326 -0.047 0.321 0.08
H -20.804678 -17.352510 1.108496 0.078 0.181 -0.057 0.07
H -20.839457 -15.780181 1.952614 -0.337 -0.059 -0.208 0.08
H -19.090911 -19.365976 2.291657 -0.180 0.562 -0.528 0.08
H -19.998379 -18.945105 3.716641 -0.209 0.211 -0.052 0.07
H -18.297450 -18.800286 3.711213 0.211 0.447 -0.108 0.08
H -15.815268 -15.893921 2.433197 0.190 0.295 0.178 0.06
H -15.833798 -14.131767 2.032221 -0.289 -0.032 0.373 0.08
H -15.910812 -15.340688 0.799414 -0.503 -0.081 -0.147 0.07
P -21.144989 -11.152555 2.725418 -0.407 0.374 -0.150 0.22
F -21.964907 -12.570071 2.822550 0.372 -0.482 -0.552 -0.20
F -20.565515 -11.445687 4.224270 -0.228 0.484 0.100 -0.19
F -19.841251 -11.976614 2.170017 0.178 0.373 -0.038 -0.19
F -20.393278 -9.679786 2.692624 -0.318 -1.415 0.289 -0.18
F -21.578235 -10.914496 1.176558 -0.257 -0.276 0.602 -0.17
F -22.519885 -10.499613 3.289004 0.814 0.539 -0.086 -0.17
O -15.768373 -22.656696 1.377229 0.454 -0.532 0.070 0.02
C -15.506022 -21.546689 1.805795 -0.729 -1.220 -0.630 -0.58
N -16.368419 -20.536587 1.478000 1.194 0.213 0.801 0.16
C -14.252615 -21.251822 2.590700 -0.050 1.881 0.276 0.00
H -16.289759 -19.671632 1.992151 -0.428 0.217 -0.400 0.04
H -17.143239 -20.831659 0.907592 -0.116 0.286 0.270 0.10
H -13.359545 -21.796809 2.294554 -0.383 -0.209 -0.255 0.09
H -14.328361 -21.275833 3.678742 -0.502 -0.651 0.000 0.08
H -14.101668 -20.178711 2.447073 0.566 0.049 -0.215 0.06
O -19.892605 -16.572259 -1.104172 0.243 0.437 -0.475 0.02
C -20.257366 -17.629811 -1.599321 0.838 0.995 2.020 -0.60
N -21.532743 -17.847249 -1.906742 -0.998 -1.499 -0.967 0.19
C -19.293260 -18.791843 -1.588612 -1.195 -0.674 -1.016 0.01
H -21.802794 -18.796464 -2.113940 -0.076 0.163 -0.211 0.11
H -22.267112 -17.161183 -1.988323 0.628 0.312 0.209 0.06
H -19.704660 -19.619390 -2.170770 0.187 -0.040 -0.272 0.08
H -19.256157 -19.201863 -0.579744 0.602 0.438 0.139 0.07
H -18.366088 -18.462282 -2.052069 0.188 -0.150 0.544 0.08
O -20.808782 -18.917761 6.273140 0.083 0.244 0.892 0.01
C -20.089841 -18.508761 7.188038 0.966 -2.379 -1.431 -0.59
N -20.008658 -17.258314 7.567922 -0.412 2.061 0.641 0.18
C -19.037334 -19.363105 7.890160 -0.008 -0.712 -0.306 0.00
H -19.327066 -16.965984 8.248527 -0.266 -0.110 0.074 0.11
H -20.780089 -16.638288 7.349201 -0.212 0.555 -0.292 0.07
H -19.377878 -19.655727 8.883574 0.101 0.274 0.124 0.08
H -18.097628 -18.811205 7.932511 -0.035 0.098 0.342 0.06
H -18.801594 -20.294511 7.376467 -0.348 0.100 -0.277 0.08
O -13.582766 -10.813116 0.462680 -0.360 -0.545 -0.254 0.02
C -13.815660 -11.200179 1.598390 -1.832 1.868 -1.617 -0.59
N -12.802872 -11.437748 2.411820 0.755 -0.878 2.214 0.16
C -15.293625 -11.293372 2.112013 1.595 -1.410 0.147 0.01
H -11.855452 -11.361543 2.077857 -0.180 0.239 -0.061 0.11
H -12.977137 -11.459160 3.404455 0.239 -0.210 -0.087 0.10
H -15.345975 -12.001763 2.942229 0.078 0.165 0.323 0.05
H -15.816484 -11.821839 1.315956 -0.349 0.700 -0.183 0.07
H -15.724063 -10.352202 2.446111 0.044 0.051 -0.491 0.08
O -21.632252 -12.624412 -4.108867 0.138 -0.334 0.930 0.01
C -21.885366 -13.262596 -3.084002 -0.039 0.554 -2.182 -0.58
N -22.589435 -14.429342 -3.184236 0.661 0.082 0.944 0.15
C -21.549286 -12.789419 -1.710590 -0.606 -0.144 1.063 0.01
H -22.917850 -14.855055 -2.324533 -0.416 -0.163 -0.393 0.05
H -22.818716 -14.807823 -4.087916 0.034 0.218 0.080 0.11
H -20.860191 -13.433864 -1.163198 0.337 -0.024 -0.373 0.07
H -22.455658 -12.871404 -1.104950 -0.181 0.129 0.044 0.07
H -21.244984 -11.747438 -1.646397 0.186 -0.175 -0.349 0.09
O -11.026874 -15.552973 -1.075815 -0.668 0.488 0.074 0.00
C -11.892575 -14.783584 -1.517595 1.709 -1.198 0.794 -0.57
N -11.929934 -14.579278 -2.849188 -0.911 0.724 -0.418 0.16
C -12.858352 -14.089585 -0.598042 0.049 0.000 0.164 0.02
H -11.184201 -14.934991 -3.425095 -0.057 -0.058 0.188 0.11
H -12.565175 -13.901086 -3.240102 0.125 -0.042 -0.028 0.11
H -13.882213 -14.391868 -0.819928 -0.092 0.314 -0.076 0.08
H -12.730426 -13.006316 -0.599188 -0.301 0.076 -0.440 0.08
H -12.636347 -14.387834 0.425257 -0.048 -0.289 -0.141 0.06
C -23.656142 -14.254674 9.025678 -0.063 -0.197 -0.751 -0.08
C -22.632848 -15.288349 8.521317 -0.511 0.910 0.418 -0.26
N -22.330966 -15.166268 7.068856 1.464 -1.371 1.606 -0.21
C -23.479286 -15.558443 6.266472 -0.127 0.620 -0.369 -0.22
C -23.037321 -16.064810 4.870513 0.524 0.121 0.519 -0.06
C -21.668481 -13.883240 6.739520 -1.291 -0.533 -0.378 -0.24
C -20.486853 -13.533877 7.629034 -0.703 0.650 -1.014 -0.07
H -23.368708 -13.291427 8.604626 -0.242 0.239 0.415 0.06
H -23.725425 -14.219839 10.112130 0.154 0.065 -0.031 0.08
H -24.640953 -14.513272 8.634618 -0.111 0.180 0.054 0.07
H -21.756559 -15.130624 9.151690 0.409 -0.191 -0.433 0.09
H -23.044086 -16.256618 8.810007 0.311 -0.366 -0.588 0.11
H -24.025057 -16.311342 6.836453 0.152 -0.335 -0.222 0.11
H -24.151579 -14.694882 6.285312 -0.330 0.065 -0.818 0.11
H -22.415845 -16.945577 5.044588 -0.059 -0.162 0.061 0.05
H -23.774404 -16.351118 4.120439 -0.495 0.222 0.412 0.06
H -22.381798 -15.337972 4.387917 -0.110 0.220 0.030 0.06
H -22.456394 -13.128256 6.808028 0.250 0.552 -0.142 0.11
H -21.352585 -13.884314 5.696947 -0.181 -0.210 -0.018 0.08
H -19.905521 -12.819617 7.043360 0.316 -0.068 0.090 0.07
H -19.897119 -14.430182 7.815774 0.096 0.233 0.529 0.06
H -20.873697 -12.950228 8.463806 0.505 -0.576 0.604 0.08
C -22.824251 -19.728397 1.443782 0.363 0.179 0.552 -0.08
C -22.752371 -20.096280 2.933447 -1.229 -0.356 -0.392 -0.23
N -24.093534 -20.495722 3.525957 1.600 0.912 -0.181 -0.15
C -23.783413 -20.870588 4.922901 -0.612 -1.573 -0.236 -0.26
C -23.404021 -22.353861 5.097488 1.459 0.788 -1.509 -0.08
C -24.933866 -19.298025 3.604071 -1.189 -0.022 0.249 -0.27
C -26.398713 -19.758932 3.811119 0.569 0.568 0.837 -0.08
H -23.281952 -20.527047 0.861421 -0.021 0.086 -0.042 0.08
H -21.806606 -19.537839 1.097278 0.117 -0.306 -0.140 0.05
H -23.318194 -18.772221 1.265851 -0.374 -0.142 0.017 0.04
H -22.058369 -20.928114 3.054750 -0.105 -0.102 0.061 0.11
H -22.338187 -19.261617 3.506311 0.034 0.202 0.139 0.09
H -23.005791 -20.196284 5.287478 0.004 -0.067 0.450 0.10
H -24.670259 -20.853699 5.557063 -0.112 0.966 -0.147 0.10
H -22.701449 -22.659907 4.316972 0.374 0.225 -0.031 0.05
H -22.820547 -22.388107 6.016930 -0.606 -0.794 0.321 0.07
H -24.210818 -23.051010 4.876178 -0.337 0.160 0.991 0.07
H -24.896955 -18.647653 2.729011 0.190 -0.431 -0.355 0.09
H -24.573298 -18.653224 4.411630 -0.136 0.084 0.323 0.10
H -26.639287 -20.427139 2.986666 -0.382 0.030 0.207 0.07
H -27.125176 -18.962494 3.982041 0.113 0.395 -0.892 0.07
H -26.512339 -20.230765 4.788808 0.313 -0.757 -0.237 0.06
C -23.460705 -15.387978 0.757529 -0.513 0.238 -0.056 -0.07
C -24.624217 -14.866988 -0.102655 -0.208 -0.200 0.785 -0.24
N -24.672910 -15.471206 -1.421135 1.094 0.082 -0.841 -0.23
C -24.566813 -16.944656 -1.485290 -0.441 1.137 1.501 -0.25
C -25.786585 -17.610058 -0.870555 -0.332 -1.152 -0.742 -0.08
C -25.681348 -14.940827 -2.316689 0.354 0.708 -0.868 -0.25
C -25.864032 -13.410042 -2.333445 -0.838 -0.261 0.216 -0.08
H -22.565220 -15.366200 0.133812 0.144 -0.454 0.037 0.07
H -23.687024 -16.365169 1.186949 0.316 -0.252 -0.256 0.05
H -23.228464 -14.745734 1.608080 -0.314 0.283 -0.074 0.07
H -25.609675 -15.001958 0.355752 -0.003 -0.094 0.661 0.11
H -24.500986 -13.784188 -0.131951 0.028 -0.010 -0.632 0.11
H -24.404245 -17.310654 -2.500226 -0.055 0.312 -0.194 0.12
H -23.687056 -17.179831 -0.887375 -0.143 -0.274 0.025 0.06
H -26.624713 -17.582450 -1.568561 -0.199 0.460 0.172 0.07
H -25.641941 -18.689874 -0.792917 0.286 -0.050 0.388 0.07
H -26.083997 -17.212334 0.098451 0.109 0.056 -0.057 0.07
H -26.620589 -15.491828 -2.227019 -0.319 0.292 0.173 0.10
H -25.321574 -15.102628 -3.336322 -0.035 -0.588 -0.112 0.10
H -26.233846 -12.993011 -1.396470 0.475 0.035 0.186 0.07
H -26.673813 -13.156106 -3.020101 -0.007 -0.294 -0.243 0.07
H -24.993862 -12.887115 -2.727992 0.193 -0.081 0.432 0.07
C -17.979936 -6.038692 7.970227 0.045 0.134 0.349 -0.10
C -18.734383 -7.211024 7.358455 0.194 0.908 -1.535 -0.28
N -17.924156 -8.385769 7.090309 0.495 -0.430 1.175 -0.18
C -18.536749 -9.311384 6.157510 -0.556 0.112 -1.490 -0.25
C -17.605203 -10.317392 5.457592 0.733 -0.904 1.360 -0.08
C -17.464398 -9.055629 8.323112 0.536 -0.045 -0.673 -0.25
C -18.556376 -9.741694 9.101984 -1.076 -0.276 -0.188 -0.09
H -18.019205 -5.950015 9.056625 0.093 -0.265 0.061 0.06
H -18.425230 -5.122835 7.580150 0.031 0.076 0.071 0.07
H -16.940385 -6.060750 7.642642 0.022 -0.015 0.052 0.08
H -19.725003 -7.330669 7.806518 0.004 -0.479 0.391 0.11
H -18.951589 -6.815113 6.363859 -0.304 -0.281 -0.178 0.11
H -19.408794 -9.825740 6.570844 0.035 -0.337 0.196 0.10
H -18.988981 -8.714060 5.363483 0.055 0.161 -0.040 0.11
H -16.750586 -9.909569 4.917669 -0.339 0.472 -0.191 0.06
H -17.126312 -10.958108 6.206121 0.186 0.142 0.437 0.05
H -18.074378 -11.110343 4.874790 -0.658 0.700 -0.443 0.05
H -16.922858 -8.350421 8.955308 -0.194 0.273 -0.054 0.11
H -16.695767 -9.763109 8.006748 -0.025 -0.190 0.100 0.10
H -18.254644 -10.128489 10.074721 0.041 0.203 0.029 0.07
H -19.029031 -10.558965 8.553590 0.480 -0.337 -0.098 0.05
H -19.418225 -9.076427 9.185254 0.166 0.298 0.591 0.07
O -15.748407 -18.287413 3.322597 -0.877 0.728 0.366 0.09
C -15.534392 -17.758256 4.381551 1.062 -0.306 -0.105 -0.46
O -16.421773 -17.054978 5.113876 -1.194 0.344 -0.620 0.01
C -15.925201 -16.677763 6.404395 1.123 -1.153 0.000 -0.12
C -14.708306 -17.593482 6.548395 0.668 -0.104 1.393 -0.15
C -14.252869 -17.900197 5.147473 0.152 -0.096 0.113 -0.06
H -16.608749 -16.947794 7.207965 -0.540 0.357 -0.419 0.11
H -15.643196 -15.626645 6.455046 -0.291 0.059 -0.294 0.13
H -14.968859 -18.521489 7.059352 -0.289 0.021 -0.015 0.12
H -13.977719 -17.117124 7.202893 0.239 -0.036 -0.224 0.12
H -13.947367 -18.927383 4.951735 0.310 0.071 0.303 0.13
H -13.452334 -17.235004 4.826219 -0.278 0.065 -0.412 0.12
O -13.262708 -16.559864 2.338861 0.781 0.523 0.058 0.10
C -12.051160 -16.622853 2.346709 -2.099 -0.106 -0.109 -0.48
O -11.465890 -17.819754 2.270201 -2.004 -0.286 0.060 0.02
C -10.092467 -17.707150 2.170875 0.978 0.366 0.412 -0.16
C -9.782927 -16.348330 2.859766 1.030 -0.047 -0.939 -0.12
C -11.027244 -15.546905 2.499211 0.537 0.730 0.323 -0.08
H -9.880397 -17.654565 1.101187 0.565 -0.056 0.077 0.13
H -9.742962 -18.636027 2.620574 0.728 0.346 -0.032 0.13
H -8.897757 -15.932054 2.378487 0.065 0.101 0.191 0.11
H -9.595436 -16.354985 3.932920 -0.168 -0.469 -0.010 0.11
H -10.891760 -14.931006 1.609116 -0.068 -0.620 -0.483 0.11
H -11.294035 -14.777102 3.223822 -0.302 -0.423 0.360 0.13
O -16.545928 -14.875184 -2.185359 0.420 -1.023 0.510 0.12
C -15.987688 -15.936072 -2.311576 -0.172 1.102 -1.046 -0.46
O -15.457632 -16.652962 -1.291835 -0.992 1.173 1.148 0.00
C -14.885405 -17.836934 -1.730857 0.971 -1.068 -1.897 -0.17
C -14.564643 -17.547330 -3.208827 1.506 -1.029 -0.041 -0.17
C -15.629708 -16.618459 -3.637341 -0.698 0.367 0.688 -0.08
H -15.566331 -18.690227 -1.718630 -0.201 0.088 0.643 0.12
H -13.953874 -18.055205 -1.211282 -0.333 0.031 0.434 0.13
H -14.555222 -18.451935 -3.816816 0.202 -0.065 0.127 0.12
H -13.574725 -17.090925 -3.256898 0.014 0.057 -0.111 0.11
H -16.465905 -17.238734 -3.963789 -0.337 0.510 -0.262 0.13
H -15.334992 -15.863316 -4.362748 -0.306 -0.139 -0.087 0.13
```
Forces are in eV/Å.